Below is a 14-piece molecular cluster, C60H138N12O20P2 overall in a non-equilibrium geometry, with properties calculated with ωB97M-V with the def2-TZVPD basis set.

Last columns: bonded neighbours and bond lengths (Å).
Element x y z (Å)
1 O -3.71 1.36 6.30  P2 1.475
2 P -3.60 1.47 4.83  O1 1.475, N3 1.737, N6 1.715, N9 1.709
3 N -3.79 -0.07 4.04  P2 1.737, C4 1.435, C5 1.445
4 C -3.82 -0.26 2.62  N3 1.435, H12 1.090, H13 1.090, H14 1.090
5 C -3.62 -1.28 4.80  N3 1.445, H15 1.090, H16 1.090, H17 1.090
6 N -2.06 1.97 4.26  P2 1.715, C7 1.473, C8 1.482
7 C -0.91 1.12 4.58  N6 1.473, H18 1.090, H19 1.090, H20 1.090
8 C -1.70 3.40 4.45  N6 1.482, H21 1.090, H22 1.090, H23 1.090
9 N -4.78 2.50 4.16  P2 1.709, C10 1.443, C11 1.417
10 C -5.99 2.90 4.85  N9 1.443, H24 1.090, H25 1.090, H26 1.090
11 C -4.51 3.13 2.92  N9 1.417, H27 1.090, H28 1.090, H29 1.090
12 H -4.56 0.33 2.08  C4 1.090
13 H -4.04 -1.29 2.35  C4 1.090
14 H -2.84 -0.06 2.19  C4 1.090
15 H -4.08 -1.29 5.79  C5 1.090
16 H -2.59 -1.59 4.98  C5 1.090
17 H -4.13 -2.13 4.35  C5 1.090
18 H 0.05 1.55 4.31  C7 1.090
19 H -0.74 1.18 5.66  C7 1.090
20 H -0.93 0.06 4.34  C7 1.090
21 H -0.70 3.60 4.06  C8 1.090
22 H -2.35 4.09 3.92  C8 1.090
23 H -1.73 3.62 5.52  C8 1.090
24 H -6.55 2.07 5.26  C10 1.090
25 H -5.61 3.44 5.72  C10 1.090
26 H -6.59 3.55 4.20  C10 1.090
27 H -4.22 4.18 3.05  C11 1.090
28 H -5.37 3.08 2.25  C11 1.090
29 H -3.70 2.66 2.37  C11 1.090
30 O 0.18 -0.47 2.00  P31 1.481
31 P 0.58 0.10 0.69  O30 1.481, N32 1.763, N35 1.710, N38 1.734
32 N 2.28 -0.12 0.26  P31 1.763, C33 1.431, C34 1.524
33 C 2.89 0.20 -0.99  N32 1.431, H41 1.090, H42 1.090, H43 1.090
34 C 3.09 -1.11 1.09  N32 1.524, H44 1.090, H45 1.090, H46 1.090
35 N 0.31 1.78 0.52  P31 1.710, C36 1.473, C37 1.465
36 C -1.02 2.28 0.14  N35 1.473, H47 1.090, H48 1.090, H49 1.090
37 C 1.05 2.69 1.39  N35 1.465, H50 1.090, H51 1.090, H52 1.090
38 N -0.23 -0.65 -0.65  P31 1.734, C39 1.427, C40 1.466
39 C -0.81 -1.94 -0.46  N38 1.427, H53 1.090, H54 1.090, H55 1.090
40 C -0.27 -0.18 -2.03  N38 1.466, H56 1.090, H57 1.090, H58 1.090
41 H 2.76 -0.54 -1.79  C33 1.090
42 H 3.97 0.29 -0.90  C33 1.090
43 H 2.50 1.16 -1.32  C33 1.090
44 H 3.73 -0.51 1.73  C34 1.090
45 H 3.60 -1.90 0.54  C34 1.090
46 H 2.44 -1.67 1.77  C34 1.090
47 H -1.73 2.05 0.94  C36 1.090
48 H -1.06 3.33 -0.17  C36 1.090
49 H -1.38 1.77 -0.75  C36 1.090
50 H 0.79 3.70 1.08  C37 1.090
51 H 0.77 2.69 2.44  C37 1.090
52 H 2.13 2.67 1.26  C37 1.090
53 H -1.49 -2.16 -1.29  C39 1.090
54 H -0.13 -2.78 -0.48  C39 1.090
55 H -1.25 -1.93 0.54  C39 1.090
56 H 0.43 -0.81 -2.58  C40 1.090
57 H 0.18 0.81 -2.05  C40 1.090
58 H -1.26 -0.29 -2.48  C40 1.090
59 O -2.02 -4.40 -8.31  C60 1.184
60 C -1.95 -3.62 -7.42  O59 1.184, O61 1.388, C64 1.532
61 O -2.97 -3.53 -6.48  C60 1.388, C62 1.438
62 C -2.65 -2.56 -5.47  O61 1.438, C63 1.562, H65 1.090, H66 1.090
63 C -1.35 -1.84 -5.94  C62 1.562, C64 1.518, H67 1.090, H68 1.090
64 C -0.79 -2.69 -7.07  C60 1.532, C63 1.518, H69 1.090, H70 1.090
65 H -2.58 -3.08 -4.51  C62 1.090
66 H -3.46 -1.84 -5.32  C62 1.090
67 H -0.65 -1.76 -5.11  C63 1.090
68 H -1.55 -0.87 -6.37  C63 1.090
69 H 0.11 -3.21 -6.73  C64 1.090
70 H -0.47 -2.05 -7.89  C64 1.090
71 O -3.51 3.22 -1.97  C72 1.231
72 C -4.68 3.56 -1.78  O71 1.231, O73 1.335, C76 1.514
73 O -5.06 4.10 -0.62  C72 1.335, C74 1.393
74 C -6.38 4.53 -0.65  O73 1.393, C75 1.572, H77 1.090, H78 1.090
75 C -6.70 4.51 -2.19  C74 1.572, C76 1.496, H79 1.090, H80 1.090
76 C -5.81 3.47 -2.78  C72 1.514, C75 1.496, H81 1.090, H82 1.090
77 H -6.42 5.56 -0.30  C74 1.090
78 H -6.97 3.85 -0.02  C74 1.090
79 H -6.45 5.42 -2.73  C75 1.090
80 H -7.76 4.28 -2.31  C75 1.090
81 H -5.48 3.64 -3.81  C76 1.090
82 H -6.28 2.49 -2.65  C76 1.090
83 O 4.96 1.48 -5.81  C84 1.242
84 C 5.45 1.94 -4.77  O83 1.242, O85 1.384, C88 1.495
85 O 5.55 1.18 -3.62  C84 1.384, C86 1.445
86 C 6.00 1.99 -2.51  O85 1.445, C87 1.595, H89 1.090, H90 1.090
87 C 6.62 3.26 -3.24  C86 1.595, C88 1.531, H91 1.090, H92 1.090
88 C 5.80 3.38 -4.53  C84 1.495, C87 1.531, H93 1.090, H94 1.090
89 H 6.72 1.47 -1.89  C86 1.090
90 H 5.14 2.26 -1.90  C86 1.090
91 H 7.67 3.06 -3.45  C87 1.090
92 H 6.63 4.14 -2.60  C87 1.090
93 H 6.49 3.67 -5.32  C88 1.090
94 H 4.94 4.05 -4.49  C88 1.090
95 O -4.94 -1.73 -0.08  C96 1.213
96 C -5.29 -1.42 -1.20  O95 1.213, O97 1.269, C100 1.469
97 O -6.14 -2.10 -1.85  C96 1.269, C98 1.416
98 C -6.42 -1.65 -3.16  O97 1.416, C99 1.549, H101 1.090, H102 1.090
99 C -5.50 -0.41 -3.28  C98 1.549, C100 1.539, H103 1.090, H104 1.090
100 C -4.65 -0.37 -1.99  C96 1.469, C99 1.539, H105 1.090, H106 1.090
101 H -7.46 -1.34 -3.26  C98 1.090
102 H -6.12 -2.45 -3.84  C98 1.090
103 H -6.08 0.51 -3.30  C99 1.090
104 H -4.78 -0.37 -4.10  C99 1.090
105 H -4.67 0.55 -1.40  C100 1.090
106 H -3.60 -0.60 -2.15  C100 1.090
107 O 7.53 0.44 0.09  C108 1.254
108 C 7.32 -0.37 1.03  O107 1.254, O109 1.322, C112 1.526
109 O 6.46 -0.06 1.98  C108 1.322, C110 1.416
110 C 6.18 -1.12 2.87  O109 1.416, C111 1.491, H113 1.090, H114 1.090
111 C 7.35 -2.01 2.64  C110 1.491, C112 1.545, H115 1.090, H116 1.090
112 C 7.91 -1.76 1.23  C108 1.526, C111 1.545, H117 1.090, H118 1.090
113 H 5.24 -1.67 2.78  C110 1.090
114 H 6.14 -0.80 3.91  C110 1.090
115 H 7.15 -3.05 2.91  C111 1.090
116 H 8.08 -1.70 3.39  C111 1.090
117 H 7.49 -2.37 0.43  C112 1.090
118 H 9.00 -1.84 1.28  C112 1.090
119 O 6.47 4.05 0.20  C120 1.217
120 C 6.13 3.66 1.30  O119 1.217, O121 1.380, C124 1.544
121 O 4.80 3.56 1.66  C120 1.380, C122 1.473
122 C 4.64 2.85 2.94  O121 1.473, C123 1.569, H125 1.090, H126 1.090
123 C 6.04 3.02 3.65  C122 1.569, C124 1.487, H127 1.090, H128 1.090
124 C 6.98 3.28 2.53  C120 1.544, C123 1.487, H129 1.090, H130 1.090
125 H 4.36 1.80 2.86  C122 1.090
126 H 3.87 3.40 3.47  C122 1.090
127 H 6.33 2.09 4.12  C123 1.090
128 H 5.92 3.81 4.38  C123 1.090
129 H 7.54 2.39 2.23  C124 1.090
130 H 7.75 4.01 2.77  C124 1.090
131 C -1.08 9.36 0.50  C132 1.548, H137 1.090, H138 1.090, H139 1.090
132 C -2.06 8.69 -0.49  C131 1.548, C133 1.564, N136 1.496, H140 1.090
133 C -3.24 7.92 0.19  C132 1.564, O134 1.430, H141 1.090, H142 1.090
134 O -2.71 7.09 1.21  C133 1.430, C135 1.476
135 C -2.04 5.86 0.73  O134 1.476, H143 1.090, H144 1.090, H145 1.090
136 N -2.58 9.69 -1.48  C132 1.496, H146 1.010, H147 1.010
137 H -0.45 10.04 -0.07  C131 1.090
138 H -0.51 8.58 0.99  C131 1.090
139 H -1.52 9.94 1.31  C131 1.090
140 H -1.47 7.93 -1.00  C132 1.090
141 H -3.82 7.34 -0.54  C133 1.090
142 H -3.99 8.48 0.74  C133 1.090
143 H -2.58 5.31 -0.05  C135 1.090
144 H -1.95 5.18 1.57  C135 1.090
145 H -1.06 6.08 0.30  C135 1.090
146 H -3.11 10.40 -0.99  N136 1.010
147 H -1.76 10.21 -1.78  N136 1.010
148 C -5.17 -5.75 1.90  C149 1.514, H154 1.090, H155 1.090, H156 1.090
149 C -3.81 -5.41 1.32  C148 1.514, C150 1.538, N153 1.485, H157 1.090
150 C -3.83 -5.51 -0.21  C149 1.538, O151 1.400, H158 1.090, H159 1.090
151 O -2.57 -5.04 -0.62  C150 1.400, C152 1.419
152 C -2.39 -4.92 -2.02  O151 1.419, H160 1.090, H161 1.090, H162 1.090
153 N -3.42 -4.05 1.79  C149 1.485, H163 1.010, H164 1.010
154 H -5.31 -5.39 2.91  C148 1.090
155 H -5.40 -6.81 2.00  C148 1.090
156 H -5.92 -5.28 1.26  C148 1.090
157 H -3.16 -6.20 1.69  C149 1.090
158 H -4.58 -4.88 -0.68  C150 1.090
159 H -3.93 -6.54 -0.56  C150 1.090
160 H -1.48 -4.35 -2.19  C152 1.090
161 H -3.14 -4.24 -2.43  C152 1.090
162 H -2.24 -5.86 -2.54  C152 1.090
163 H -4.05 -3.50 1.22  N153 1.010
164 H -2.56 -3.90 1.28  N153 1.010
165 C 1.38 -5.97 -5.74  C166 1.534, H171 1.090, H172 1.090, H173 1.090
166 C 1.56 -5.73 -4.24  C165 1.534, C167 1.560, N170 1.449, H174 1.090
167 C 1.05 -4.35 -3.70  C166 1.560, O168 1.396, H175 1.090, H176 1.090
168 O 1.84 -3.28 -4.12  C167 1.396, C169 1.379
169 C 3.11 -3.22 -3.58  O168 1.379, H177 1.090, H178 1.090, H179 1.090
170 N 0.86 -6.80 -3.57  C166 1.449, H180 1.010, H181 1.010
171 H 1.95 -5.33 -6.41  C165 1.090
172 H 0.35 -6.03 -6.09  C165 1.090
173 H 1.83 -6.94 -5.95  C165 1.090
174 H 2.60 -5.88 -3.97  C166 1.090
175 H 0.94 -4.39 -2.62  C167 1.090
176 H 0.06 -4.30 -4.15  C167 1.090
177 H 3.38 -2.17 -3.70  C169 1.090
178 H 3.86 -3.85 -4.06  C169 1.090
179 H 3.21 -3.55 -2.54  C169 1.090
180 H 1.25 -7.73 -3.62  N170 1.010
181 H 0.63 -6.73 -2.58  N170 1.010
182 C 1.92 2.23 -4.26  C183 1.468, H188 1.090, H189 1.090, H190 1.090
183 C 1.16 3.33 -3.65  C182 1.468, C184 1.519, N187 1.402, H191 1.090
184 C 1.90 4.65 -3.49  C183 1.519, O185 1.491, H192 1.090, H193 1.090
185 O 3.20 4.52 -2.78  C184 1.491, C186 1.462
186 C 3.03 4.12 -1.38  O185 1.462, H194 1.090, H195 1.090, H196 1.090
187 N 0.02 3.43 -4.45  C183 1.402, H197 1.010, H198 1.010
188 H 2.73 1.88 -3.62  C182 1.090
189 H 2.42 2.58 -5.16  C182 1.090
190 H 1.40 1.29 -4.44  C182 1.090
191 H 0.85 2.97 -2.67  C183 1.090
192 H 1.31 5.44 -3.03  C184 1.090
193 H 2.11 5.04 -4.49  C184 1.090
194 H 2.79 3.07 -1.18  C186 1.090
195 H 2.37 4.85 -0.91  C186 1.090
196 H 4.06 4.23 -1.03  C186 1.090
197 H 0.07 4.20 -5.10  N187 1.010
198 H -0.76 3.71 -3.86  N187 1.010
199 C 0.70 -1.83 6.55  C200 1.518, H205 1.090, H206 1.090, H207 1.090
200 C 1.28 -1.91 5.15  C199 1.518, C201 1.517, N204 1.425, H208 1.090
201 C 2.65 -2.51 4.92  C200 1.517, O202 1.479, H209 1.090, H210 1.090
202 O 3.76 -1.85 5.65  C201 1.479, C203 1.443
203 C 3.80 -0.42 5.82  O202 1.443, H211 1.090, H212 1.090, H213 1.090
204 N 0.29 -2.53 4.34  C200 1.425, H214 1.010, H215 1.010
205 H -0.22 -1.25 6.62  C199 1.090
206 H 1.36 -1.27 7.22  C199 1.090
207 H 0.51 -2.82 6.97  C199 1.090
208 H 1.25 -0.89 4.76  C200 1.090
209 H 2.93 -2.41 3.87  C201 1.090
210 H 2.66 -3.55 5.23  C201 1.090
211 H 4.68 -0.04 6.34  C203 1.090
212 H 2.91 0.05 6.23  C203 1.090
213 H 3.84 0.12 4.87  C203 1.090
214 H -0.65 -2.20 4.48  N204 1.010
215 H 0.41 -2.28 3.36  N204 1.010
216 C 1.90 -5.61 0.26  C217 1.558, H222 1.090, H223 1.090, H224 1.090
217 C 0.91 -6.79 0.44  C216 1.558, C218 1.526, N221 1.502, H225 1.090
218 C 0.14 -6.70 1.76  C217 1.526, O219 1.449, H226 1.090, H227 1.090
219 O 1.08 -6.84 2.84  C218 1.449, C220 1.417
220 C 0.53 -6.40 4.07  O219 1.417, H228 1.090, H229 1.090, H230 1.090
221 N -0.01 -6.91 -0.74  C217 1.502, H231 1.010, H232 1.010
222 H 1.41 -4.64 0.28  C216 1.090
223 H 2.54 -5.76 -0.61  C216 1.090
224 H 2.63 -5.65 1.08  C216 1.090
225 H 1.33 -7.79 0.54  C217 1.090
226 H -0.66 -7.44 1.78  C218 1.090
227 H -0.43 -5.76 1.74  C218 1.090
228 H -0.24 -7.13 4.32  C220 1.090
229 H 0.13 -5.39 3.92  C220 1.090
230 H 1.28 -6.39 4.86  C220 1.090
231 H -0.75 -6.24 -0.57  N221 1.010
232 H -0.57 -7.75 -0.64  N221 1.010

## Properties
E: -5213.4020 Eh
HOMO level: -0.299 Eh
E_LUMO: 0.0 eV
Largest force on an atom: 4.763 eV/A
HOMO-LUMO gap: 8.13 eV